(1)
Formula: CH4NO3Sn2
Source: OMol25
Level of theory: ωB97M-V with the def2-TZVPD basis set

Positions of all 11 atoms, in Å:
1 H 1.94 1.76 0.14
2 O -0.67 2.08 1.21
3 C 0.97 1.43 -0.24
4 N 0.09 1.18 0.93
5 H 0.48 2.19 -0.84
6 H -1.01 -0.82 -0.38
7 Sn -1.44 -3.42 -2.83
8 Sn -0.58 -3.28 1.59
9 O -1.20 -1.75 -0.58
10 H 1.18 0.44 -0.66
11 O 0.23 0.18 1.64

Output
Lowest unoccupied orbital energy   -15.692 eV
Net charge   +3
Frontier orbital gap   4.08 eV

natural (NBO) population analysis, charges in e, atoms 1 to 6: H 0.28; O -0.23; C -0.49; N 0.52; H 0.27; H 0.52

(2)
Formula: CH4NO6S2Tm
Source: OMol25
Level of theory: ωB97M-V with the def2-TZVPD basis set

Positions of all 15 atoms, in Å:
1 H 1.32 1.31 1.68
2 O -1.10 1.94 1.15
3 N 0.59 -0.91 0.27
4 O 0.06 2.60 0.65
5 H -1.20 -1.41 -1.28
6 Tm -3.22 -3.37 0.55
7 C 1.12 1.75 0.70
8 H 1.99 2.31 0.36
9 O 0.44 -2.93 -1.27
10 S 0.93 0.40 -0.54
11 S -0.29 -2.01 -0.47
12 H -1.70 2.05 0.41
13 O 2.21 0.20 -1.27
14 O -1.10 -2.70 0.59
15 O -0.05 0.78 -1.52

Output
Lowest unoccupied orbital energy (alpha / beta)   -10.139 / -11.298 eV
Net charge   +2
Frontier orbital gap (alpha / beta)   6.98 / 5.78 eV
Spin multiplicity   3
Expectation value of S²   2.01

natural (NBO) population analysis, charges in e, atoms 1 to 6: H 0.25; O -0.44; N -1.05; O -0.22; H 0.02; Tm 1.94

(3)
Formula: CH4NOPS
Source: OMol25
Level of theory: ωB97M-V with the def2-TZVPD basis set

Positions of all 9 atoms, in Å:
1 H 0.52 -0.14 1.77
2 H -1.24 -1.83 -1.10
3 H 0.37 1.26 0.78
4 H 1.05 0.81 -1.13
5 N -0.92 -0.92 -1.30
6 C 0.04 0.31 0.90
7 O -1.47 0.23 0.87
8 S -2.07 0.28 -0.70
9 P 0.63 -0.54 -0.68

Output
Lowest unoccupied orbital energy   0.738 eV
Net charge   0
Frontier orbital gap   9.51 eV

natural (NBO) population analysis, charges in e, atoms 1 to 6: H 0.21; H 0.40; H 0.18; H -0.05; N -1.06; C -0.35

(4)
Formula: CH4NOPS
Source: OMol25
Level of theory: ωB97M-V with the def2-TZVPD basis set

Positions of all 9 atoms, in Å:
1 N -0.95 -0.18 -0.13
2 S -2.56 0.31 0.02
3 P 1.82 0.40 0.09
4 H 2.05 0.53 1.52
5 H -2.25 1.32 -0.73
6 C 0.14 1.05 0.17
7 H -0.70 -0.99 0.35
8 O -0.11 2.16 0.53
9 H 1.32 -0.99 0.29

Output
Lowest unoccupied orbital energy   0.298 eV
Net charge   0
Frontier orbital gap   8.64 eV
SMILES   O=C(P)NS

natural (NBO) population analysis, charges in e, atoms 1 to 6: N -0.86; S 0.19; P 0.27; H 0.02; H 0.10; C 0.43

(5)
Formula: CH4NOPS2
Source: OMol25
Level of theory: ωB97M-V with the def2-TZVPD basis set

Positions of all 10 atoms, in Å:
1 O -1.53 0.10 0.56
2 C -0.46 0.44 0.93
3 S 1.06 -0.58 0.27
4 H -0.61 1.84 2.48
5 H -0.12 -0.32 -3.19
6 S 1.19 -0.81 -2.96
7 N -0.07 1.25 1.88
8 P 0.47 -1.87 -1.21
9 H -0.78 -1.31 -0.88
10 H 0.85 1.25 2.12

Output
Lowest unoccupied orbital energy   0.450 eV
Net charge   0
Frontier orbital gap   9.40 eV
SMILES   NC(=O)SPS

natural (NBO) population analysis, charges in e, atoms 1 to 6: O -0.58; C 0.64; S -0.26; H 0.41; H 0.16; S -0.33

(6)
Formula: CH4NP
Source: OMol25
Level of theory: ωB97M-V with the def2-TZVPD basis set

Positions of all 7 atoms, in Å:
1 H 1.53 -1.11 0.64
2 H -2.53 0.89 -0.16
3 H 1.52 -0.48 -1.02
4 N -1.55 0.90 0.24
5 C 1.04 -0.36 0.00
6 P -1.08 -0.60 -0.10
7 H 1.08 0.77 0.40

Output
Lowest unoccupied orbital energy (alpha / beta)   1.130 / -2.549 eV
Net charge   0
Frontier orbital gap (alpha / beta)   8.02 / 7.69 eV
Spin multiplicity   3
Expectation value of S²   2.01

natural (NBO) population analysis, charges in e, atoms 1 to 6: H 0.22; H 0.37; H 0.22; N -1.00; C -0.80; P 0.74

(7)
Formula: CH4NPS2
Source: OMol25
Level of theory: ωB97M-V with the def2-TZVPD basis set

Positions of all 9 atoms, in Å:
1 H -2.07 0.94 -1.33
2 H 2.61 -0.74 0.19
3 H 1.53 -1.95 0.41
4 H -1.39 1.67 0.16
5 N 1.59 -1.00 0.22
6 S -1.08 -0.97 0.28
7 P -2.42 0.63 -0.03
8 C 0.60 -0.13 0.19
9 S 0.65 1.54 -0.10

Output
Lowest unoccupied orbital energy   0.413 eV
Net charge   0
Frontier orbital gap   8.74 eV
SMILES   NC(=S)SP

natural (NBO) population analysis, charges in e, atoms 1 to 6: H -0.03; H 0.41; H 0.40; H 0.05; N -0.77; S -0.09

(8)
Formula: CH4NS
Source: OMol25
Level of theory: ωB97M-V with the def2-TZVPD basis set

Positions of all 7 atoms, in Å:
1 N 0.13 -2.05 1.60
2 H 1.07 2.84 -0.34
3 H -0.25 -1.13 1.34
4 S 0.14 2.30 -1.17
5 C -0.47 -2.90 0.89
6 H -1.52 -2.75 0.58
7 H -0.07 -3.89 0.64

Output
Lowest unoccupied orbital energy   3.594 eV
Net charge   -1
Frontier orbital gap   5.98 eV

natural (NBO) population analysis, charges in e, atoms 1 to 6: N -0.60; H 0.08; H 0.37; S -1.08; C -0.04; H 0.13

(9)
Formula: CH4NS
Source: OMol25
Level of theory: ωB97M-V with the def2-TZVPD basis set

Positions of all 7 atoms, in Å:
1 C 0.04 -1.60 -0.29
2 N -0.24 -2.76 0.13
3 H 1.08 -1.28 -0.37
4 H -0.64 -0.80 -0.58
5 H 0.19 1.13 1.06
6 H -1.25 -2.88 0.17
7 S 0.11 1.95 0.00

Output
Lowest unoccupied orbital energy   4.381 eV
Net charge   -1
Frontier orbital gap   7.00 eV

natural (NBO) population analysis, charges in e, atoms 1 to 6: C -0.02; N -0.66; H 0.16; H 0.19; H 0.08; H 0.31

(10)
Formula: CH4Na9O5
Source: OMol25
Level of theory: ωB97M-V with the def2-TZVPD basis set

Positions of all 19 atoms, in Å:
1 Na 2.24 -0.21 -1.96
2 Na -0.99 -1.81 -2.65
3 Na -1.42 -2.82 0.73
4 H 0.42 1.52 2.11
5 O 0.48 2.32 2.63
6 Na -2.54 0.19 2.10
7 Na 2.06 -2.36 1.39
8 O 0.59 1.45 -3.23
9 O -0.30 -0.45 1.46
10 O 0.36 -1.50 -0.44
11 Na -0.22 -1.51 4.05
12 C 0.05 -0.35 0.19
13 H -0.11 1.11 -3.81
14 H 0.38 1.22 -2.31
15 Na -2.37 1.02 -2.14
16 Na -0.86 2.93 0.57
17 H 1.26 2.16 3.19
18 O -0.14 0.71 -0.49
19 Na 1.11 -3.61 -1.37

Output
Lowest unoccupied orbital energy   -25.215 eV
Net charge   +7
Frontier orbital gap   6.85 eV

natural (NBO) population analysis, charges in e, atoms 1 to 6: Na 0.99; Na 0.99; Na 0.99; H 0.41; O -0.94; Na 1.00

(11)
Formula: CH4O2P
Source: OMol25
Level of theory: ωB97M-V with the def2-TZVPD basis set

Positions of all 8 atoms, in Å:
1 H 0.10 1.94 -0.17
2 H -2.60 -1.71 0.86
3 H 2.10 1.88 -0.33
4 P 1.03 -0.16 0.06
5 O 2.42 -0.76 0.01
6 H -1.58 -1.36 -0.29
7 O -2.56 -1.36 -0.07
8 C 1.10 1.53 -0.07

Output
Lowest unoccupied orbital energy   4.192 eV
Net charge   -1
Frontier orbital gap   7.33 eV

natural (NBO) population analysis, charges in e, atoms 1 to 6: H 0.20; H 0.46; H 0.21; P 0.98; O -1.18; H 0.49

(12)
Formula: CH4O2P2
Source: OMol25
Level of theory: ωB97M-V with the def2-TZVPD basis set

Positions of all 9 atoms, in Å:
1 H 1.04 0.45 -0.97
2 P -0.94 1.04 0.09
3 C 0.07 0.05 -1.13
4 H -0.08 -1.04 -0.92
5 O 0.07 0.89 1.39
6 P 0.99 -0.31 2.13
7 O 1.06 -1.39 1.17
8 H -0.26 0.22 -2.12
9 H -1.94 0.06 0.38

Output
Lowest unoccupied orbital energy   -0.454 eV
Net charge   0
Frontier orbital gap   8.59 eV
SMILES   CPOP=O

natural (NBO) population analysis, charges in e, atoms 1 to 6: H 0.23; P 0.88; C -0.94; H 0.25; O -1.12; P 1.57

(13)
Formula: CH4O2S
Source: OMol25
Level of theory: ωB97M-V with the def2-TZVPD basis set

Positions of all 8 atoms, in Å:
1 H -0.42 -0.33 1.45
2 S 1.49 0.08 -0.18
3 H -0.74 0.90 0.35
4 C -0.16 0.03 0.43
5 H -0.73 -0.62 -0.16
6 O 1.97 -1.28 -0.23
7 O 2.21 1.05 0.57
8 H 1.56 0.65 -1.43

Output
Lowest unoccupied orbital energy (alpha / beta)   0.677 / -5.136 eV
Net charge   0
Frontier orbital gap (alpha / beta)   5.54 / 6.99 eV
Spin multiplicity   3
Expectation value of S²   2.01

natural (NBO) population analysis, charges in e, atoms 1 to 6: H 0.22; S 1.68; H 0.25; C -0.88; H 0.25; O -0.76

(14)
Formula: CH4O2SSi
Source: OMol25
Level of theory: ωB97M-V with the def2-TZVPD basis set

Positions of all 9 atoms, in Å:
1 H 1.63 1.70 -0.20
2 O 0.11 0.59 -0.93
3 Si -0.59 -1.64 0.35
4 O 0.24 -0.81 1.45
5 H -0.18 -2.94 0.63
6 H -1.68 -1.09 -0.34
7 S 0.67 0.88 1.70
8 C 0.58 1.59 -0.23
9 H 0.09 2.60 -0.26

Output
Lowest unoccupied orbital energy   -1.328 eV
Net charge   0
Frontier orbital gap   6.78 eV

natural (NBO) population analysis, charges in e, atoms 1 to 6: H 0.13; O -0.82; Si 1.65; O -1.03; H -0.20; H -0.16

(15)
Formula: CH4O2SSi
Source: OMol25
Level of theory: ωB97M-V with the def2-TZVPD basis set

Positions of all 9 atoms, in Å:
1 H 0.24 -0.91 -2.20
2 H -0.78 -1.76 1.19
3 Si -1.29 -0.56 0.67
4 O 1.37 1.91 0.74
5 S 1.48 0.76 -0.13
6 O 2.59 0.71 -1.10
7 H -1.22 0.40 1.69
8 H -2.28 -0.80 -0.24
9 C -0.11 0.26 -0.61

Output
Lowest unoccupied orbital energy (alpha / beta)   -1.850 / -1.898 eV
Net charge   0
Frontier orbital gap (alpha / beta)   7.99 / 8.05 eV

natural (NBO) population analysis, charges in e, atoms 1 to 6: H 0.16; H -0.16; Si 0.90; O -0.85; S 1.92; O -0.83

(16)
Formula: CH4O3
Source: OMol25
Level of theory: ωB97M-V with the def2-TZVPD basis set

Positions of all 8 atoms, in Å:
1 H -1.53 1.36 0.30
2 H 1.24 -1.96 0.05
3 O 0.08 -0.72 -1.06
4 O -0.65 1.38 -0.09
5 H -0.07 0.80 0.60
6 C 0.68 -1.02 0.04
7 H -0.41 0.40 -0.85
8 O 0.66 -0.24 1.01

Output
Lowest unoccupied orbital energy   0.744 eV
Net charge   0
Frontier orbital gap   11.90 eV

natural (NBO) population analysis, charges in e, atoms 1 to 6: H 0.49; H 0.14; O -0.69; O -0.92; H 0.49; C 0.66

(17)
Formula: CH4O3
Source: OMol25
Level of theory: ωB97M-V with the def2-TZVPD basis set

Positions of all 8 atoms, in Å:
1 O -2.34 0.13 -1.38
2 O 2.00 0.60 0.14
3 H -0.56 0.67 -0.39
4 H 2.86 0.15 0.28
5 H 1.41 0.21 0.82
6 C -1.46 0.05 -0.57
7 H -0.52 -0.84 0.79
8 O -1.39 -0.98 0.32

Output
Lowest unoccupied orbital energy   -0.020 eV
Net charge   0
Frontier orbital gap   10.98 eV
SMILES   O=CO.O

natural (NBO) population analysis, charges in e, atoms 1 to 6: O -0.53; O -0.93; H 0.09; H 0.48; H 0.45; C 0.64

(18)
Formula: CH4O3S
Source: OMol25
Level of theory: ωB97M-V with the def2-TZVPD basis set

Positions of all 9 atoms, in Å:
1 O -1.24 -1.17 0.09
2 O 0.84 -0.27 0.46
3 H -1.13 -1.79 -0.68
4 C -0.53 0.01 -0.28
5 S 2.21 0.14 -0.34
6 H 2.90 0.70 0.79
7 H -1.39 1.11 1.12
8 O -1.16 1.17 0.15
9 H -0.49 0.10 -1.31

Output
Lowest unoccupied orbital energy   0.551 eV
Net charge   0
Frontier orbital gap   9.22 eV
SMILES   OC(O)OS

natural (NBO) population analysis, charges in e, atoms 1 to 6: O -0.70; O -0.73; H 0.48; C 0.63; S 0.26; H 0.11

(19)
Formula: CH4O3S2
Source: OMol25
Level of theory: ωB97M-V with the def2-TZVPD basis set

Positions of all 10 atoms, in Å:
1 S -1.74 -0.83 -1.52
2 C 1.71 0.22 1.78
3 O -0.22 -0.35 -0.61
4 H 1.31 0.61 2.76
5 O -2.84 -0.29 -0.77
6 H 2.16 1.00 1.17
7 H 2.52 -0.52 2.04
8 H -1.73 0.95 -2.94
9 O -1.43 0.07 -2.90
10 S 0.27 -0.87 0.98

Output
Lowest unoccupied orbital energy (alpha / beta)   0.747 / -1.939 eV
Net charge   0
Frontier orbital gap (alpha / beta)   6.97 / 8.26 eV
Spin multiplicity   3
Expectation value of S²   2.01

natural (NBO) population analysis, charges in e, atoms 1 to 6: S 1.66; C -0.77; O -0.90; H 0.23; O -0.90; H 0.23

(20)
Formula: CH4O4Si
Source: OMol25
Level of theory: ωB97M-V with the def2-TZVPD basis set

Positions of all 10 atoms, in Å:
1 C 0.69 0.62 -0.37
2 H -2.56 -0.76 -0.50
3 O 1.08 0.32 0.97
4 H 2.07 1.70 -0.87
5 O -0.50 0.24 -0.63
6 O 1.66 -0.39 -0.17
7 O 1.17 1.67 -0.96
8 Si -1.31 -0.84 0.39
9 H -1.75 -0.47 1.76
10 H -0.55 -2.10 0.38

Output
Lowest unoccupied orbital energy   0.730 eV
Net charge   0
Frontier orbital gap   11.33 eV
SMILES   OC1(O[SiH3])OO1

natural (NBO) population analysis, charges in e, atoms 1 to 6: C 0.93; H -0.18; O -0.31; H 0.50; O -0.80; O -0.30